[1]
20
Properties=species:S:1:pos:R:3:lowdin_charge:R:1 method="wB97M-V/def2-TZVPD" gap_ev=7.22 homo_energy_ev=-7.29 lumo_ha=-0.003 e_tot_ha=-311.860084
C 1.86 -1.27 -0.77 -0.061
C 0.49 -0.74 -1.13 -0.309
H 2.50 -0.45 -0.44 0.092
H 0.92 -0.74 -3.11 0.054
C -1.00 1.05 -0.08 -0.102
H -0.95 -0.59 -2.66 0.066
C -0.74 2.43 0.48 -0.081
H -0.48 3.03 -0.39 0.084
C -0.16 -0.02 0.03 -0.225
C -0.04 -0.69 1.34 -0.139
H 0.12 2.33 1.16 0.077
H 2.39 -1.71 -1.61 0.078
H -1.13 0.49 2.78 0.054
H -0.86 -1.22 3.24 0.050
H -1.82 0.95 -0.82 0.119
H 0.50 -1.61 1.45 0.079
H -1.52 2.88 1.10 0.071
C -0.78 -0.48 2.45 0.005
H 1.71 -1.97 0.05 0.059
C 0.11 -0.53 -2.41 0.027

[2]
228
Properties=species:S:1:pos:R:3:lowdin_charge:R:1 method="wB97M-V/def2-TZVPD" gap_ev=8.54 homo_energy_ev=-8.29 lumo_ha=0.009 smiles="CC1(C)CCCC(C)(C)N1O.CC1(C)CCCC(C)(C)N1O.CC1(C)CCCC(C)(C)N1O.CC1(C)CCCC(C)(C)N1O.CC1(C)CCCC(C)(C)N1O.CC1(C)CCCC(C)(C)N1O.COP(=O)(OC)OC.COP(=O)(OC)OC.C[N+](=O)[O-].C[N+](=O)[O-]" e_tot_ha=-4919.812919
O 0.01 2.17 0.22 -0.204
H 3.26 3.31 5.27 0.108
H 1.22 -1.96 0.58 0.076
C -3.21 -2.69 -1.07 -0.044
H 5.34 -3.56 -0.09 0.101
H -2.17 1.09 1.55 0.089
C -3.12 -5.59 -3.75 -0.519
H 1.94 -6.50 -1.71 0.079
P -0.04 0.75 -0.36 0.379
C 2.81 -7.11 -1.46 -0.232
H 0.94 1.20 -3.50 0.058
C 2.37 -0.82 -5.18 -0.497
H -1.39 -6.92 -3.91 0.114
H 5.12 -0.07 6.35 0.077
H 4.48 -4.51 1.12 0.093
H -5.37 3.58 -2.14 0.121
C -6.39 -1.87 4.26 -0.049
C -4.24 -6.63 -3.69 -0.048
H 1.57 2.97 1.41 0.072
H 2.42 -5.13 -3.48 0.049
H -3.55 -5.22 3.56 0.122
C -3.62 -3.20 5.22 -0.018
H -4.18 -2.15 -1.29 0.106
H -4.17 3.14 -0.89 0.129
H -5.82 -5.34 2.38 0.117
H -7.26 5.76 1.53 0.084
H -1.47 4.47 5.30 0.096
H 1.33 7.67 -0.32 0.102
H -7.49 -1.59 3.99 0.119
H 6.32 -4.13 -1.76 0.120
H -4.36 -0.58 4.50 0.055
H 3.64 5.29 2.41 0.069
H 1.15 -1.15 4.52 0.079
C -0.41 2.77 3.47 -0.026
H -2.56 4.15 0.52 0.077
C 5.54 -6.37 -4.03 -0.047
H 1.69 -2.19 5.81 0.064
O 3.42 0.15 5.18 -0.230
H 3.20 -7.90 -3.47 0.123
H 3.98 3.77 3.28 0.078
H -1.98 -4.66 -5.42 0.070
H -3.08 -2.45 5.78 0.076
H -1.86 -2.77 -4.21 0.040
H -5.97 -1.04 0.97 0.076
H 3.49 0.07 -7.02 0.093
H 0.99 3.84 -0.06 0.067
H 5.20 -0.62 -5.84 0.099
H -5.94 6.68 2.31 0.072
H 4.45 1.77 2.48 0.075
O 1.02 5.07 2.48 -0.088
N 3.24 6.82 -0.13 -0.444
C 2.29 6.51 4.30 -0.015
H -2.15 -6.87 -2.28 0.132
N -0.37 5.19 -3.81 -0.424
O -1.43 0.08 0.07 -0.225
O 4.24 6.84 0.54 0.055
H 4.84 1.47 5.53 0.089
C 1.59 -2.10 4.79 -0.066
C 5.10 -4.61 0.23 -0.044
H -6.42 -2.88 4.74 0.073
H 6.20 -7.07 -3.48 0.099
C -1.36 -4.26 -1.75 -0.130
C -4.62 4.48 1.77 -0.043
C -6.12 -3.26 2.33 -0.164
H 0.89 -1.81 -4.08 0.084
C 3.81 0.89 -3.89 -0.460
O -4.69 -3.85 -3.47 -0.065
O 1.07 0.04 0.54 -0.234
C -0.69 4.88 4.68 -0.036
C -4.00 -4.37 3.04 -0.119
H -1.38 -3.61 3.89 0.105
H -6.40 5.26 -0.95 0.104
C -5.23 5.42 0.75 -0.526
H 5.97 -5.20 0.41 0.088
H -1.51 -4.82 -0.87 0.094
C 1.68 -1.17 0.02 -0.087
H -1.67 -1.92 3.79 0.063
H 0.97 -2.86 4.37 0.069
H -3.69 -4.57 -5.67 0.092
C 2.87 4.31 5.49 -0.187
H 1.83 -0.70 -7.30 0.073
H -1.10 2.15 3.98 0.078
H 0.41 2.11 3.17 0.090
N -4.26 6.39 0.19 -0.093
O 0.18 6.28 -3.69 0.057
C 1.26 2.91 0.37 -0.031
P 3.92 -0.83 4.02 0.383
H 3.65 0.76 -1.70 0.072
H -1.82 -2.78 2.28 0.084
C 0.78 3.13 5.70 -0.074
H 3.36 2.38 -5.39 0.061
H -4.62 -3.21 5.59 0.057
H -3.73 -4.43 1.96 0.116
H 2.23 -4.60 -1.49 0.049
C 2.45 -0.17 -6.60 -0.017
H 2.68 -3.73 -0.02 0.065
C -5.65 -1.94 2.94 -0.529
H -1.58 5.66 0.64 0.062
N -3.60 -4.53 -2.80 -0.040
H 3.86 1.05 6.96 0.096
C 2.07 7.48 0.48 0.042
H -6.44 7.14 0.69 0.092
C -2.21 -2.36 -3.31 -0.004
H -0.40 3.07 -3.11 0.103
H 3.93 0.96 0.96 0.078
H -4.06 4.99 2.54 0.074
H 3.03 -5.84 -4.95 0.096
H 0.20 -5.65 -2.58 0.090
H 5.63 -1.87 -4.84 0.101
C 4.87 -1.14 -4.95 -0.215
C -2.54 7.13 -1.28 -0.011
H -2.80 -6.11 -5.74 0.069
C -2.01 -2.84 3.35 -0.049
O 5.54 -4.16 -2.38 -0.058
H 3.24 6.94 4.62 0.102
H 2.02 3.87 7.42 0.112
H 5.38 0.32 1.74 0.110
H 4.71 2.15 -2.34 0.111
H -5.93 -4.65 4.01 0.115
C 4.12 -5.14 -0.77 -0.506
H -0.30 5.75 5.24 0.074
H 0.30 -0.80 -5.48 0.086
C 3.56 -1.79 -4.96 -0.149
C -2.59 -3.46 -2.22 -0.423
H -4.47 5.70 -2.42 0.122
H 2.32 8.50 0.89 0.126
C 3.78 4.85 3.41 -0.034
H 1.45 2.26 5.39 0.129
H 2.14 0.84 -6.50 0.051
H 4.63 5.39 3.80 0.093
H 1.45 -1.30 -1.09 0.095
H -4.30 -7.06 -2.69 0.083
O 1.55 1.25 -4.28 -0.085
O -3.55 6.91 1.26 -0.048
H -5.45 0.17 2.21 0.082
H 2.83 -6.24 0.46 0.138
H 1.10 -2.30 -5.80 0.089
O 0.11 0.54 -1.83 -0.241
H -4.29 -3.48 -4.29 0.075
N 4.92 -5.40 -2.00 -0.080
H -7.14 -0.61 2.13 0.076
C -4.79 4.00 -1.30 -0.188
C -5.53 -4.47 2.98 -0.197
H -3.02 4.61 -2.46 0.138
C 4.36 -6.06 -3.18 -0.537
H 3.86 -4.43 -4.32 0.046
H 0.97 3.70 -4.12 0.110
C 0.28 3.79 4.35 -0.502
C 4.37 0.64 6.08 -0.108
C -3.44 -3.09 3.70 -0.509
N -4.20 -1.95 3.08 -0.065
H 4.33 -7.14 0.03 0.132
H 1.16 5.06 6.55 0.103
O -1.49 4.98 -4.29 0.036
C -0.78 -5.18 -2.84 -0.148
C 0.27 3.94 -3.28 0.035
H -1.98 7.54 -0.41 0.091
H -4.02 -7.47 -4.24 0.050
H 3.74 4.79 5.95 0.136
O 5.28 -1.29 4.07 -0.204
H 5.95 0.34 -3.72 0.150
C -2.91 -5.21 -5.22 -0.024
H 0.58 5.83 2.94 0.086
C -6.06 -0.73 2.03 -0.004
C 2.51 5.02 4.22 -0.549
H 3.57 -2.61 -5.72 0.136
H -3.33 -3.29 -0.14 0.069
N 1.46 4.24 3.55 -0.053
H 3.38 -2.25 -3.99 0.106
O 3.19 6.27 -1.22 0.068
O -3.85 -0.72 3.73 -0.044
C -1.87 -6.26 -3.19 -0.124
H -3.07 -4.12 5.49 0.095
C 3.71 -7.36 -2.67 -0.111
H -3.97 3.75 1.37 0.031
H 2.07 2.45 -0.19 0.071
H -1.43 4.63 -0.76 0.063
C 1.04 -1.47 -5.10 -0.040
C -3.87 5.05 -1.81 -0.163
H -5.41 3.92 2.39 0.116
H 6.08 -5.52 -4.31 0.056
H -3.23 7.81 -1.78 0.088
H -1.93 6.79 -2.10 0.051
H 0.93 4.18 -2.43 0.084
H 4.98 2.61 -4.63 0.070
H -6.52 3.84 0.06 0.128
C 4.93 -0.18 -3.79 -0.150
H -2.53 -1.86 -0.80 0.065
H -5.93 -3.23 1.26 0.114
C 3.53 -6.51 -0.36 -0.151
H 2.08 6.96 3.29 0.084
H -0.90 3.25 2.66 0.069
C 3.75 1.55 -2.46 -0.018
C 4.37 0.78 1.98 -0.080
H -3.96 7.77 1.36 0.113
O 2.86 -2.07 4.12 -0.215
H -0.55 -3.59 -1.39 0.114
H -6.07 -1.11 4.97 0.072
C -3.22 5.85 -0.74 -0.502
H 1.65 6.78 1.16 0.044
H -7.26 -3.41 2.46 0.156
H 2.79 -1.07 0.20 0.090
H 4.46 -8.03 -2.18 0.131
H 4.80 1.48 -5.87 0.069
H 4.76 -0.76 -2.90 0.101
H -3.13 -1.88 -3.56 0.068
H -2.67 -0.71 1.51 0.094
H -0.08 3.00 6.34 0.113
H 5.17 -6.84 -4.98 0.109
N 2.52 0.19 -4.09 -0.050
H -1.47 -1.74 -2.83 0.075
H -1.05 -0.20 2.09 0.064
H -5.24 -6.26 -3.90 0.089
H 3.33 -3.21 -1.65 0.085
H -0.63 -4.67 -3.77 0.080
C -6.32 6.29 1.38 -0.027
H 2.30 -8.04 -1.19 0.125
O 3.51 -0.16 2.64 -0.232
C -1.83 0.06 1.42 -0.099
H -1.15 5.25 3.75 0.090
C -5.83 4.58 -0.38 -0.133
C 4.25 1.91 -5.02 -0.014
H 2.94 2.19 -2.49 0.024
C 3.32 -5.29 -4.04 -0.003
H 1.48 6.76 5.03 0.090
C -2.11 5.03 -0.04 -0.012
C 1.75 4.14 6.41 -0.181
C 3.02 -4.04 -0.99 -0.007

[3]
87
Properties=species:S:1:pos:R:3:lowdin_charge:R:1 method="wB97M-V/def2-TZVPD" gap_ev=8.44 homo_energy_ev=-13.89 lumo_ha=-0.200 total_charge=+2 e_tot_ha=-2991.838463
In 0.27 -0.43 -0.78 0.686
H -4.13 -1.74 1.76 0.051
C 2.02 -3.93 0.40 -0.022
H 1.86 -4.97 0.10 0.101
C -0.13 1.44 -3.49 -0.250
C 0.21 -2.09 -3.17 -0.300
H -0.31 0.54 3.75 0.025
H 2.52 5.56 3.56 0.045
C 3.26 -0.48 0.35 -0.097
H -3.07 1.18 4.86 0.042
H -2.01 -3.10 -4.50 0.141
H -3.45 -0.30 1.02 0.012
N 2.59 -0.44 -0.80 0.052
H 1.73 2.42 0.76 0.015
H -0.40 -0.32 -4.69 0.140
N -1.51 -0.76 -2.15 0.018
C 0.70 -3.22 0.61 -0.772
S -0.44 -3.33 -0.85 0.946
C 1.20 2.28 1.70 -0.529
C -0.09 -3.82 1.76 -0.042
H 1.76 1.57 2.31 0.016
H 2.58 -3.94 1.34 0.104
C -3.83 -0.89 -2.69 0.003
C -0.86 3.86 -2.47 -0.017
H -0.94 4.67 1.11 0.026
H 1.12 -3.81 -2.42 0.128
H -2.93 0.44 -1.25 0.113
C -0.71 -0.03 2.91 -0.499
H -1.59 -2.73 4.27 0.024
H 2.62 -3.42 -0.36 0.059
H 3.24 4.73 2.18 0.040
H -4.83 -0.54 -2.51 0.127
H -4.37 -2.36 -4.15 0.132
H 2.69 0.16 -3.50 0.145
C 0.05 5.06 1.38 -0.182
O 0.81 -1.85 0.71 -0.336
H -3.32 -2.55 4.57 0.047
C -2.77 -0.34 -1.98 -0.082
H -1.11 -3.43 1.80 0.068
H -0.03 -0.84 2.65 -0.003
H -0.11 6.05 1.81 0.047
H -3.47 1.66 3.21 0.025
C 2.61 4.59 3.06 -0.165
H -1.10 4.82 -2.03 0.121
C -1.26 -1.72 -3.05 -0.285
C -0.19 2.91 -1.74 -0.151
H -2.51 -1.81 1.06 0.011
H -1.03 2.07 -5.33 0.132
C 4.50 -1.08 0.47 -0.013
C -3.57 -1.90 -3.60 0.013
C 0.38 0.15 -4.08 -0.088
C -1.20 3.56 -3.79 -0.011
H 2.73 -1.54 -3.94 0.149
Si -2.48 -0.63 3.27 0.408
H 0.41 -3.57 2.69 0.102
H -1.73 4.27 -4.40 0.127
H 4.72 -2.19 -2.71 0.130
O -1.05 -4.62 -1.15 -0.403
C 3.12 -1.04 -1.87 -0.260
N 0.70 -2.95 -2.08 -0.128
H 5.02 -1.06 1.42 0.124
Si 0.93 3.95 2.59 0.409
H -0.14 -4.91 1.67 0.102
H 1.18 0.40 -4.78 0.145
H 3.12 3.91 3.74 0.041
C -3.20 -1.18 1.62 -0.177
C -2.25 -2.32 -3.79 0.034
Te -0.65 1.31 1.26 1.391
H -2.17 -1.61 5.50 0.044
C 5.04 -1.71 -0.63 -0.011
C 4.33 -1.71 -1.82 0.005
H -1.09 3.14 3.83 0.010
H 0.11 3.13 -0.72 0.042
H -0.41 4.57 4.57 0.048
C -3.46 0.82 3.91 -0.175
C -0.15 3.63 4.09 -0.173
N 0.16 1.71 -2.22 0.058
H 0.63 5.20 0.46 0.035
C -2.37 -2.01 4.51 -0.154
H 0.36 3.01 4.83 0.044
H -4.50 0.53 4.08 0.045
N 0.91 -0.80 -3.08 -0.155
H 0.41 -2.59 -4.13 0.176
H 2.78 -0.01 1.20 0.100
C -0.82 2.34 -4.30 0.010
H 6.00 -2.22 -0.57 0.129
C 2.39 -0.84 -3.17 -0.078

[4]
9
Properties=species:S:1:pos:R:3:lowdin_charge:R:1 method="wB97M-V/def2-TZVPD" gap_ev="9.13 / 9.13" homo_energy_ev="-9.43 / -9.43" lumo_ha="-0.011 / -0.011" e_tot_ha=-416.632225
C 1.42 -0.69 -0.40 -0.435
N 0.94 -1.28 0.55 0.192
H 0.09 -1.46 1.00 0.039
H -1.71 -1.00 -0.31 0.104
N -1.11 0.72 0.08 -0.119
O 2.04 -0.18 -1.25 0.152
C -0.17 1.48 0.22 -0.100
N -1.82 -0.19 0.37 0.054
F 0.33 2.60 -0.25 0.113

[5]
25
Properties=species:S:1:pos:R:3:lowdin_charge:R:1 method="wB97M-V/def2-TZVPD" gap_ev="7.40 / 7.40" homo_energy_ev="-16.86 / -16.85" lumo_ha="-0.348 / -0.348" total_charge=+2 e_tot_ha=-493.325300
H 1.73 -1.68 -0.24 0.265
H -1.39 3.09 0.48 0.103
C 0.77 1.82 2.63 -0.097
N 0.87 0.70 1.86 0.144
C -0.74 2.26 0.43 0.184
H -1.11 -0.77 -3.52 0.081
H 2.64 -0.38 1.58 0.146
H -1.92 -2.42 -0.63 0.109
C 0.01 1.86 1.43 -0.038
H -2.06 -0.19 -2.32 0.081
N 1.34 2.16 3.75 0.319
N 1.17 -0.83 0.14 0.108
N 0.03 -0.62 -0.42 0.022
H 0.59 -1.55 -2.23 0.132
C -1.05 -0.26 -2.60 -0.021
H -0.85 -0.12 -0.13 0.184
C -0.27 -1.27 -1.69 -0.377
H -0.57 0.66 -2.88 0.090
C -1.11 -2.52 -1.42 -0.050
H 2.17 1.70 4.13 0.178
H -0.99 1.66 -0.36 0.036
H -0.54 -3.30 -0.85 0.089
H -1.65 -2.93 -2.32 0.121
H 1.27 3.12 3.97 0.153
C 1.68 -0.20 1.20 0.036